Run i
CHN3O2 | ωB97M-V/def2-TZVPD

```
7
Properties=species:S:1:pos:R:3
O 1.62262 0.46285 -0.15552
N 0.76196 -0.49469 -0.05707
H 2.55186 0.34412 0.06896
O -0.46185 1.89895 0.01128
N -0.38517 -0.21088 0.21342
C -1.55810 -0.74101 0.04259
N -2.53131 -1.25934 -0.12367
```

Values from the calculation:
total charge: 0
orbital gap (spin up / spin down): 8.73 / 8.87 eV
HOMO (spin up / spin down): -10.2 / -10.4 eV

***

Run ii
CHN3O2 | ωB97M-V/def2-TZVPD

```
7
Properties=species:S:1:pos:R:3
C 0.38473 0.03624 0.64910
O -0.45039 0.99323 0.17076
H -1.66787 0.89585 -1.65770
N -0.26429 -0.69783 -1.22761
N 0.35968 -1.06055 -0.17609
O 0.96711 -0.08165 1.69830
N -0.77742 0.55754 -1.05192
```

Values from the calculation:
total charge: 0
orbital gap: 10.13 eV
HOMO: -10.4 eV

***

Run iii
CHN3O2 | ωB97M-V/def2-TZVPD

```
7
Properties=species:S:1:pos:R:3
N 1.13294 -0.75961 -0.18353
C -0.66916 0.54285 0.20089
O 0.42419 1.30652 -0.05599
H -0.67163 -1.61307 0.17800
O -1.80361 0.86147 0.42341
N -0.15514 -0.74935 0.14718
N 1.54840 0.39992 -0.30778
```

Values from the calculation:
total charge: 0
orbital gap: 11.69 eV
HOMO: -11.1 eV

***

Most stable to least stable, the ends of the list are run iii and run i.

***

Run i
C3H8O3 | ωB97M-V/def2-TZVPD

```
14
Properties=species:S:1:pos:R:3
H 0.14951 -1.33148 -1.75557
C -0.35330 -0.33203 -2.05044
C 0.59982 -0.49875 3.62302
O 1.04697 -0.79124 2.55403
H 0.79291 1.86470 -2.08716
H 0.77949 0.82683 -0.46464
O -0.55452 -0.99330 4.19007
H -0.05290 0.29651 -3.97520
H -1.21086 -0.43449 -1.42003
H -0.68952 1.68348 -1.26513
O -0.52179 -0.37371 -3.44025
H 0.98033 0.38834 4.13871
H -1.19727 -1.33694 3.38335
C 0.23113 1.03209 -1.43077
```

Values from the calculation:
total charge: 0
orbital gap: 10.40 eV
HOMO: -9.9 eV

***

Run ii
C3H8O3 | ωB97M-V/def2-TZVPD

```
14
Properties=species:S:1:pos:R:3
C 0.05605 0.30932 -1.47469
H -1.75154 -0.16948 -2.48134
H -0.01565 0.41889 0.61641
H 1.79629 -0.46424 1.12532
C -1.38876 0.08465 -1.46553
H 1.07759 -0.12215 3.26632
H -1.52397 -2.35384 1.64126
C 0.72740 0.52482 -0.19202
O 1.75573 -0.32421 0.12836
O 0.81658 -0.14834 2.34390
H -1.40859 -1.97727 1.03528
H 1.08576 1.57377 -0.16210
H 0.50755 0.53219 -2.43598
O -2.10889 0.10056 -0.49901
```

Values from the calculation:
total charge: 0
orbital gap: 4.32 eV
HOMO: -8.7 eV

***

Most stable to least stable, the ends of the list are run i and run ii.

***

Run i
C3H8O3 | ωB97M-V/def2-TZVPD

```
14
Properties=species:S:1:pos:R:3
H 0.08048 -1.12658 1.55757
H -1.33433 -1.23989 -0.47044
H 1.26187 1.11528 -0.16673
C -0.40346 -0.31827 1.18992
H -1.30484 -0.30642 1.75994
H -0.58817 1.18404 -1.24810
H 1.20864 -1.38211 -0.63427
O 0.56311 0.72003 1.59415
C -0.73152 -0.36436 -0.25532
O 1.44021 0.64035 -1.08621
O -1.24327 0.96207 -0.49725
C 0.62957 -0.52628 -1.10837
H 0.45867 -0.80211 -2.16702
H -0.03697 1.44426 1.53212
```

Values from the calculation:
total charge: 0
orbital gap: 11.25 eV
HOMO: -10.5 eV

***

Run ii
C3H8O3 | ωB97M-V/def2-TZVPD

```
14
Properties=species:S:1:pos:R:3
C 1.34796 0.03497 -0.02586
C 2.11685 0.56295 1.18430
H 1.58643 0.23563 2.08323
H 0.69226 0.81443 -0.41239
H 3.12244 0.14714 1.25629
H -2.53319 -1.45906 0.24170
O 2.23405 -0.47637 -1.03233
H 0.76540 -0.83398 0.24774
H 2.17656 1.64836 1.26063
O -1.40189 0.11382 0.84521
C -2.12657 -0.45040 0.08636
H 3.02122 0.07191 -1.06653
O -2.68901 0.17969 -0.96810
H -3.22331 -0.44631 -1.48057
```

Values from the calculation:
total charge: 0
orbital gap: 10.43 eV
HOMO: -9.9 eV

***

Most stable to least stable, the ends of the list are run ii and run i.

***

Run i
CH4ClO2P | ωB97M-V/def2-TZVPD

```
9
Properties=species:S:1:pos:R:3
H 1.48890 -1.25041 -1.41316
H 1.57751 -0.88106 1.15123
O 0.31042 0.16596 -0.55988
O 1.01894 -1.74456 0.92463
P 0.38724 -1.38775 -0.61240
H -1.09470 0.98054 1.02521
Cl -2.22591 -0.79758 -0.00741
C -1.44387 0.62827 0.01533
H -1.53235 1.45138 -0.70540
```

Values from the calculation:
total charge: 0
orbital gap: 9.10 eV
HOMO: -8.7 eV

***

Run ii
CH4ClO2P | ωB97M-V/def2-TZVPD

```
9
Properties=species:S:1:pos:R:3
H 1.57418 0.47376 -0.13730
H 0.61038 -1.02532 1.11986
P 0.68112 1.45145 -0.64234
H 0.14558 1.35522 -2.63650
Cl -1.41256 -1.49918 -0.15553
H -0.87329 -1.26511 2.02281
O -0.59863 0.51933 1.17323
C -0.47482 -0.72941 1.25253
O 0.34804 0.71925 -1.99676
```

Values from the calculation:
total charge: 0
orbital gap: 7.96 eV
HOMO: -9.3 eV

***

Most stable to least stable, the ends of the list are run i and run ii.

***

Run i
C5H10S | ωB97M-V/def2-TZVPD

```
16
Properties=species:S:1:pos:R:3
H 0.64815 -1.09083 -0.14086
H -1.55484 -1.89245 0.09523
H -1.55653 0.56285 0.65934
H 2.39619 2.44594 -0.70205
H 0.03269 0.01861 1.12379
C -2.51906 -1.38039 -0.38546
H -2.44923 -1.23895 -1.41848
S -2.79847 0.22177 0.39938
H 0.32743 1.12943 -1.53327
H 3.00228 -0.29600 0.42592
C 0.79642 -0.05001 0.32759
C 1.95015 1.58773 -0.25674
C 0.92568 0.94154 -0.74713
H 2.12416 0.63086 1.77646
C 2.20126 0.42208 0.72001
H -3.52626 -2.01219 -0.34371
```

Values from the calculation:
total charge: 0
orbital gap: 9.96 eV
HOMO: -9.0 eV

***

Run ii
C5H10S | ωB97M-V/def2-TZVPD

```
16
Properties=species:S:1:pos:R:3
H -3.47615 -0.26491 0.03491
H -1.80879 1.26948 1.04861
C 0.72010 -0.72127 0.94711
C 0.88009 0.38574 -0.93194
H 0.45394 1.52224 0.89516
H 0.32912 0.37021 -1.88627
C 1.39825 -0.95627 -0.43452
H 2.45127 -1.08483 -0.31570
C 0.07623 0.61459 0.39130
C -1.41042 0.80441 0.13865
H 1.00451 -1.89287 -0.94266
H 1.73308 1.06193 -1.02432
H -1.54446 1.55723 -0.67280
H 1.41378 -0.49157 1.70697
S -2.27552 -0.73901 -0.25153
H 0.05498 -1.43511 1.29704
```

Values from the calculation:
total charge: 0
orbital gap: 9.87 eV
HOMO: -9.0 eV

***

Run iii
C5H10S | ωB97M-V/def2-TZVPD

```
16
Properties=species:S:1:pos:R:3
H 0.57327 -1.91675 2.21037
C -0.15419 -1.29282 1.72088
H 0.13135 1.35875 0.73593
H 0.73949 1.81053 -1.39558
C 0.69468 0.57745 0.28780
H -1.22578 -0.79329 -2.33411
H -0.17280 -0.42429 2.46164
H -1.02417 -1.64275 1.23394
C 1.48784 1.12413 -0.86833
S -2.32921 0.91811 -1.31598
C -1.85334 -0.63595 -1.36056
H -2.69513 1.16741 -0.05336
H 2.35758 1.65197 -0.44883
C 0.67400 -0.70592 0.57302
H 1.03212 -1.57412 0.14357
H 1.76427 0.37754 -1.59040
```

Values from the calculation:
total charge: 0
orbital gap: 8.46 eV
HOMO: -8.6 eV

***

Most stable to least stable, the ends of the list are run ii and run iii.

***

Run i
C2H7N3P | ωB97M-V/def2-TZVPD

```
13
Properties=species:S:1:pos:R:3
N -0.98399 0.49552 0.05788
H 2.09515 -0.13264 -0.99180
H 1.76941 1.15129 -0.01942
P 1.09415 -0.47534 1.49133
C 1.38559 0.23055 -0.26262
H 0.05439 -1.05083 -1.21049
N -0.37272 -0.58362 1.82863
N -2.19113 0.18158 -0.17313
C 0.03842 0.08287 -0.88260
H -0.29450 0.61256 -1.76574
H -2.32596 -0.72388 -0.58519
H -2.76218 0.48947 0.59362
H 2.49338 -0.27753 1.91953
```

Values from the calculation:
total charge: +1
orbital gap: 8.48 eV
HOMO: -14.2 eV

***

Run ii
C2H7N3P | ωB97M-V/def2-TZVPD

```
13
Properties=species:S:1:pos:R:3
H -0.72183 0.47645 -1.11384
H 1.20461 1.78283 -0.42240
H -1.22874 1.00738 0.50122
N -0.57689 -0.92443 0.47145
H 1.01383 1.32931 1.28028
H -1.68414 -2.53140 0.48395
C -0.48054 0.42076 -0.04291
N -1.55067 -1.63040 0.04026
P 1.95605 -0.53026 0.02849
N 1.10142 -1.75510 -0.15357
H 3.33242 -0.34252 0.12275
C 0.91730 0.97254 0.24955
H -1.94261 -1.51159 -0.89601
```

Values from the calculation:
total charge: +1
orbital gap: 8.86 eV
HOMO: -14.0 eV

***

Most stable to least stable, the ends of the list are run ii and run i.

***

Run i
C2H9N5 | ωB97M-V/def2-TZVPD

```
16
Properties=species:S:1:pos:R:3
N -0.97821 1.12788 -1.09428
H -1.12531 -1.67474 0.94054
N -1.13293 0.58106 1.27333
N 1.51999 -0.29464 1.14868
H -1.16646 2.09713 -0.87381
H -0.35040 0.98805 -1.88009
C -0.66469 0.29107 0.00052
H 2.40040 0.33617 -0.97261
H -2.29995 -1.17373 -0.39361
H 1.94420 -1.20538 1.31299
N 1.53134 -0.14031 -1.21903
H 0.84961 -0.06923 1.89309
H -1.64953 1.45650 1.29667
H 1.77216 -1.05255 -1.60019
N 0.78146 -0.32598 -0.04380
C -1.43168 -0.94129 0.21159
```

Values from the calculation:
total charge: 0
orbital gap: 7.94 eV
HOMO: -7.2 eV

***

Run ii
C2H9N5 | ωB97M-V/def2-TZVPD

```
16
Properties=species:S:1:pos:R:3
H 1.97058 2.35840 1.25895
N -0.88152 1.37214 -0.61810
H 1.31236 -0.21276 1.09208
N -1.54579 -1.36764 -0.88275
H -0.99082 1.36682 -1.62547
H -1.84263 -2.28723 -0.57445
H 0.74210 1.83071 2.24162
C -0.03846 0.36231 -0.14790
H -0.60863 2.27326 -0.24157
C -0.33524 -0.96863 -0.23147
N 1.09763 0.70367 0.59298
H -2.27924 -0.69387 -0.69433
N 1.03787 1.95391 1.27265
H 1.36216 -1.84270 -0.98042
H 0.30678 -2.89215 -0.23691
N 0.69287 -1.95625 -0.22488
```

Values from the calculation:
total charge: 0
orbital gap: 7.26 eV
HOMO: -6.2 eV

***

Most stable to least stable, the ends of the list are run ii and run i.

***

Run i
C18H24N2O3 | ωB97M-V/def2-TZVPD

```
47
Properties=species:S:1:pos:R:3
C -4.52590 -1.55241 1.39444
H 1.04716 1.94960 0.71813
C 3.40977 -2.91454 0.10221
H 2.81066 -3.23943 -1.95106
H -4.85023 -2.52744 1.72645
H 2.72320 1.32933 -1.74839
H -4.55001 1.68642 2.35601
C 2.42012 -0.22989 -0.28332
H 2.09302 0.45512 2.20789
C 3.15478 0.35192 1.91960
C -3.44207 -0.16656 -0.24175
C -4.35415 0.81550 1.74848
H 1.49284 -2.78056 -0.86587
H 3.25081 -3.94203 0.43343
H 4.69783 1.23716 -0.32827
H 3.68720 -0.05044 2.78426
H 2.02627 -2.10979 1.55471
H -3.69538 -2.27786 -0.44714
C -4.76212 -0.43651 2.17988
H 4.46158 -2.79455 -0.16197
O -3.22110 -0.55064 -2.57647
C -3.87891 -1.41836 0.18001
C 2.73174 -1.13232 -1.47988
C 3.07508 -1.95392 1.23760
O 0.26902 1.72892 -1.17483
H -5.26986 -0.54088 3.12744
H -3.38369 1.93155 0.20272
N -1.64541 0.74036 -1.63385
N 3.30262 -0.58386 0.82148
C 3.74309 1.71605 1.53060
H 1.54939 3.15170 -0.50726
H 2.07902 -0.86594 -2.31403
O -0.86399 0.77265 0.53128
C 1.35686 2.09161 -0.31990
C 2.59546 1.25875 -0.66280
C -0.75273 1.05528 -0.62900
H 1.36726 -0.40627 0.01370
H -1.30920 0.91656 -2.57512
C -2.79578 -0.04427 -1.56667
H 3.72108 -2.15897 2.09563
H 3.76727 -0.96441 -1.78191
H 3.99973 2.86211 -0.28716
C 2.54273 -2.59816 -1.10937
C -3.69310 0.95472 0.54302
C 3.84408 1.82389 0.01051
H 3.11886 2.51691 1.92828
H 4.73951 1.83110 1.95830
```

Values from the calculation:
total charge: 0
orbital gap: 9.26 eV
HOMO: -8.6 eV

***

Run ii
C18H24N2O3 | ωB97M-V/def2-TZVPD

```
47
Properties=species:S:1:pos:R:3
H -3.96279 0.40357 -4.71820
H -1.48807 -0.06058 1.91749
H 2.09160 2.99270 0.30658
H -4.95780 1.37606 -2.67712
C -4.06401 0.77563 -2.60659
H -0.35067 1.87160 -0.43909
C -3.47608 0.56034 -1.38106
O 1.03757 -2.56251 1.22191
C -2.42574 -0.62215 -3.65731
H -2.06765 2.11599 2.06853
C -0.33277 -2.27307 -1.08600
H 3.80808 0.14687 -1.49035
H -2.65987 2.18229 0.40372
H 0.61343 2.58836 2.35139
C 2.23930 0.90656 -0.21629
H -3.94153 0.95555 -0.49348
C 1.99768 2.02229 0.80048
O -0.38144 -1.34222 2.43966
C 1.76124 -2.88852 2.40346
H 2.77532 1.96560 1.56607
C 2.77201 -1.80465 2.75648
C -1.84582 -0.87624 -2.41077
C 0.63272 1.92477 1.48356
H 3.35816 -2.11950 3.61531
C -1.63378 -0.45204 -0.00223
O 0.40164 -3.23874 -1.12612
H 1.05588 -3.03097 3.22948
C -1.88103 1.77483 1.04841
N -0.84524 -1.79087 -2.28396
H 3.43879 -1.62789 1.91584
C -3.51391 0.21332 -3.75515
H -0.57827 3.37817 0.44713
H -2.02422 -1.11139 -4.53269
N -1.92562 0.32222 1.07694
C -0.52366 2.29286 0.55309
C -0.03292 -1.78986 1.35302
H -0.53487 -2.28932 -3.10932
H 4.38676 0.85149 0.02006
C 3.65471 0.95426 -0.77832
H 2.25795 -0.87852 3.00334
C -2.31848 -0.21801 -1.26085
H 2.07326 -0.06152 0.26015
H 0.50425 0.90596 1.85055
C -0.71937 -1.50207 0.08732
H 2.26272 -3.83012 2.17205
H 3.83381 1.90030 -1.28546
H 1.52873 0.98919 -1.04163
```

Values from the calculation:
total charge: 0
orbital gap: 8.45 eV
HOMO: -8.5 eV

***

Most stable to least stable, the ends of the list are run ii and run i.